(A)
Formula: C17H34O2
Source: the OMol25 dataset
Level of theory: the ωB97M-V functional and the def2-TZVPD basis

The geometry in XYZ format:
```
53
Properties=species:S:1:pos:R:3:mulliken_charge:R:1
C 2.95 -3.84 3.25 -1.149
C 2.97 -5.00 2.26 -0.477
C 2.25 -4.69 0.95 -0.683
C 0.74 -4.53 1.12 -0.263
C 0.04 -4.31 -0.23 -0.728
C -1.48 -4.29 -0.13 -0.964
C -2.06 -3.16 0.73 -0.749
C -1.76 -1.77 0.17 -0.188
C -2.45 -0.68 0.99 -0.842
C -2.31 0.72 0.39 -0.713
C -0.87 1.24 0.40 -0.447
C -0.81 2.69 -0.07 -0.744
C 0.63 3.21 -0.10 -0.602
C 0.63 4.66 -0.53 0.479
O 0.62 5.60 0.21 -0.603
O 0.60 4.76 -1.86 -0.332
C 0.52 6.07 -2.44 0.565
C 1.14 6.00 -3.82 -1.386
C -0.94 6.52 -2.48 -1.399
H 1.94 -3.63 3.58 0.303
H 3.36 -2.94 2.79 0.287
H 3.55 -4.08 4.13 0.360
H 2.52 -5.88 2.72 0.300
H 4.01 -5.25 2.03 0.332
H 2.66 -3.78 0.52 0.311
H 2.44 -5.50 0.25 0.340
H 0.54 -3.68 1.77 0.171
H 0.33 -5.42 1.60 0.266
H 0.40 -3.39 -0.68 0.286
H 0.32 -5.13 -0.90 0.448
H -1.82 -5.24 0.29 0.389
H -1.90 -4.21 -1.14 0.376
H -3.14 -3.29 0.78 0.456
H -1.68 -3.23 1.75 0.285
H -2.11 -1.71 -0.86 0.275
H -0.69 -1.60 0.18 0.147
H -3.52 -0.92 1.07 0.367
H -2.04 -0.68 2.01 0.352
H -2.93 1.41 0.97 0.382
H -2.69 0.71 -0.63 0.329
H -0.47 1.17 1.41 0.311
H -0.26 0.63 -0.26 0.280
H -1.40 3.32 0.59 0.332
H -1.23 2.77 -1.08 0.294
H 1.07 3.15 0.89 0.413
H 1.22 2.63 -0.81 0.316
H 1.09 6.75 -1.79 0.331
H 1.13 6.98 -4.29 0.406
H 2.17 5.65 -3.76 0.354
H 0.58 5.30 -4.44 0.330
H -1.34 6.56 -1.47 0.361
H -1.52 5.83 -3.07 0.315
H -1.00 7.51 -2.93 0.420
```

HOMO energy   -10.09 eV
E_LUMO   0.885 eV
SMILES   CCCCCCCCCCCCCC(=O)OC(C)C

=====

(B)
Formula: C17H34O2
Source: the OMol25 dataset
Level of theory: the ωB97M-V functional and the def2-TZVPD basis

The geometry in XYZ format:
```
53
Properties=species:S:1:pos:R:3:mulliken_charge:R:1
C -7.56 -3.61 -0.80 -1.352
C -6.52 -2.66 -0.20 -0.190
C -7.14 -1.30 0.13 -0.705
C -6.17 -0.35 0.84 -0.657
C -5.01 0.10 -0.05 -0.548
C -4.15 1.16 0.64 -0.856
C -2.98 1.61 -0.24 -0.475
C -2.14 2.69 0.44 -0.524
C -1.02 3.22 -0.44 -1.017
C 0.13 2.24 -0.68 -0.379
C 1.02 2.06 0.55 -0.532
C 2.08 0.97 0.38 -0.577
C 3.15 1.32 -0.65 -0.427
C 4.20 0.22 -0.82 -0.863
C 5.10 0.06 0.42 -0.246
C 6.19 -0.94 0.10 0.387
O 7.18 -0.71 -0.54 -0.592
O 5.90 -2.15 0.61 -0.306
C 6.84 -3.18 0.34 -0.644
H -7.10 -4.57 -1.04 0.374
H -8.37 -3.78 -0.09 0.337
H -7.98 -3.19 -1.71 0.337
H -5.71 -2.53 -0.92 0.248
H -6.10 -3.10 0.70 0.282
H -8.00 -1.46 0.79 0.365
H -7.50 -0.83 -0.78 0.307
H -6.72 0.53 1.16 0.357
H -5.77 -0.84 1.73 0.298
H -4.38 -0.76 -0.30 0.291
H -5.40 0.51 -0.98 0.310
H -3.76 0.75 1.58 0.346
H -4.77 2.02 0.89 0.354
H -3.37 2.00 -1.18 0.278
H -2.36 0.74 -0.47 0.246
H -2.80 3.52 0.71 0.440
H -1.73 2.29 1.37 0.203
H -0.61 4.13 0.01 0.407
H -1.44 3.51 -1.41 0.382
H -0.27 1.27 -0.99 0.233
H 0.74 2.62 -1.51 0.348
H 1.51 3.01 0.78 0.261
H 0.39 1.79 1.40 0.267
H 1.59 0.03 0.09 0.253
H 2.55 0.80 1.35 0.301
H 2.68 1.48 -1.62 0.289
H 3.64 2.25 -0.36 0.307
H 4.84 0.47 -1.67 0.352
H 3.71 -0.73 -1.04 0.331
H 5.56 1.01 0.66 0.325
H 4.52 -0.31 1.26 0.264
H 6.96 -3.31 -0.74 0.301
H 6.44 -4.08 0.80 0.221
H 7.81 -2.93 0.77 0.289
```

HOMO energy   -10.29 eV
E_LUMO   0.952 eV
SMILES   CCCCCCCCCCCCCCCC(=O)OC

=====

Of them, (B) has the lowest stability.

=====

(A)
Formula: C4H11N2S
Source: the OMol25 dataset
Level of theory: the ωB97M-V functional and the def2-TZVPD basis

The geometry in XYZ format:
```
18
Properties=species:S:1:pos:R:3:mulliken_charge:R:1
C 0.97 -1.04 1.10 -0.028
C -2.51 1.28 -1.31 -0.834
C 2.67 0.49 -0.16 -0.758
C -1.02 -0.42 -0.16 -0.149
N 0.42 -2.07 1.75 -0.391
N -1.24 0.78 -0.55 -0.142
S 2.33 -1.23 0.13 0.011
H 0.72 -0.03 1.54 0.438
H -3.38 0.71 -1.23 0.359
H -2.77 2.22 -0.92 0.330
H -2.06 1.53 -2.31 0.290
H 2.00 1.20 0.39 0.243
H 2.25 0.65 -1.09 0.305
H 3.77 0.71 -0.10 0.335
H -1.79 -1.27 -0.20 0.214
H 0.55 -3.11 1.45 0.260
H -0.51 1.49 -0.60 0.259
H -0.41 -1.89 2.27 0.257
```

HOMO energy   -12.19 eV
Charge   +1
E_LUMO   -3.245 eV

=====

(B)
Formula: C4H11N2S
Source: the OMol25 dataset
Level of theory: the ωB97M-V functional and the def2-TZVPD basis

The geometry in XYZ format:
```
18
Properties=species:S:1:pos:R:3:mulliken_charge:R:1
C -2.41 -0.30 0.07 -0.069
C 2.48 1.47 -0.23 -1.046
C 1.72 0.48 0.67 -0.387
C 1.16 -0.60 -0.15 0.180
N -2.94 0.24 -1.01 -0.313
N -3.14 -1.14 0.77 -0.324
S 1.85 -2.10 -0.37 0.045
H 3.25 0.96 -0.80 0.352
H 1.80 1.97 -0.92 0.369
H 2.95 2.23 0.39 0.317
H 2.40 0.09 1.42 0.354
H 0.91 1.02 1.16 0.273
H 0.25 -0.43 -0.71 0.224
H -2.42 0.91 -1.55 0.228
H -3.89 0.06 -1.32 0.174
H -2.78 -1.54 1.62 0.228
H -4.10 -1.37 0.53 0.174
H 2.90 -1.94 0.46 0.220
```

HOMO energy   -11.54 eV
Charge   +1
E_LUMO   -5.841 eV

=====

(C)
Formula: C4H11N2S
Source: the OMol25 dataset
Level of theory: the ωB97M-V functional and the def2-TZVPD basis

The geometry in XYZ format:
```
18
Properties=species:S:1:pos:R:3:mulliken_charge:R:1
C 0.58 -0.80 -0.18 0.215
C -1.24 0.10 -1.37 -1.407
C -0.90 0.74 0.98 -1.569
C -0.78 -0.34 -0.05 0.949
N 2.05 0.73 -0.39 -0.322
N 1.07 -1.95 -0.03 -0.238
S 3.56 0.39 -0.04 -0.016
H -2.32 0.39 -1.27 0.373
H -0.74 0.92 -1.97 0.313
H -1.30 -0.80 -2.21 0.312
H -0.37 1.70 0.71 0.326
H -0.63 0.42 1.99 0.359
H -1.88 1.09 0.93 0.443
H -1.44 -1.21 0.20 0.236
H 1.61 1.43 0.21 0.260
H 0.36 -2.78 0.08 0.315
H 2.13 -2.17 -0.17 0.272
H 3.70 0.99 1.15 0.179
```

HOMO energy   -12.81 eV
Charge   +1
E_LUMO   -4.826 eV

=====

Of them, (C) has the lowest stability.

=====

(A)
Formula: C4H11N2S
Source: the OMol25 dataset
Level of theory: the ωB97M-V functional and the def2-TZVPD basis

The geometry in XYZ format:
```
18
Properties=species:S:1:pos:R:3:mulliken_charge:R:1
C -0.83 -0.49 -0.78 -0.646
C -2.18 0.00 -0.40 -0.248
C -2.44 1.39 -0.11 0.052
C 0.99 -1.23 1.15 -0.890
N 2.98 0.58 -0.76 -0.637
N -2.15 0.67 0.92 -0.265
S 0.25 0.24 0.49 0.020
H -0.65 -1.56 -0.94 0.507
H -0.58 0.08 -1.69 0.304
H -2.96 -0.70 -0.51 0.442
H 2.40 1.50 -0.74 0.253
H -2.77 2.31 -0.57 0.391
H 1.68 -1.51 0.36 0.294
H 1.51 -0.80 1.95 0.374
H 0.07 -1.89 1.41 0.354
H 3.63 0.58 -0.04 0.212
H -2.49 0.31 1.81 0.280
H 3.54 0.53 -1.54 0.205
```

HOMO energy (spin up / spin down)   -12.42 / -12.42 eV
Charge   +1
E_LUMO (spin up / spin down)   -5.237 / -5.239 eV

=====

(B)
Formula: C4H11N2S
Source: the OMol25 dataset
Level of theory: the ωB97M-V functional and the def2-TZVPD basis

The geometry in XYZ format:
```
18
Properties=species:S:1:pos:R:3:mulliken_charge:R:1
C 1.55 0.62 0.09 -1.688
C 0.03 0.55 0.12 1.062
C -0.53 1.21 -1.20 -1.483
S -0.47 1.26 1.73 -0.327
C -0.32 -1.02 0.21 0.369
N -0.06 -1.76 -0.80 -0.324
N -0.75 -1.50 1.34 -0.332
H 1.79 1.57 -0.17 0.531
H 2.06 0.53 1.21 0.342
H 1.97 -0.04 -0.62 0.431
H 0.40 1.43 -1.78 0.411
H -1.19 0.63 -1.74 0.414
H -0.98 2.16 -1.03 0.401
H -1.69 1.86 1.61 0.215
H 0.04 -1.44 -1.79 0.286
H -0.43 -2.63 -0.85 0.229
H -0.58 -0.93 2.19 0.207
H -0.85 -2.50 1.49 0.255
```

HOMO energy   -13.61 eV
Charge   +1
E_LUMO   -3.247 eV
SMILES   CC(C)(S)C(N)=[NH2+]

=====

Of them, (A) has the lowest stability.